1.
Molecular formula: C2H6N4O2
Method: DFT, ωB97M-V/def2-TZVPD

Values from the calculation:
- structure (SMILES) = [H]/N=C(\NN)ONC=O
- total energy (Ha) = -449.11456
- orbital gap (eV) = 10.26
- highest occupied orbital energy (eV) = -9.672
- net charge = 0

The geometry in XYZ format:
```
14
Properties=species:S:1:pos:R:3:forces:R:3
C -0.7233 0.5577 0.0262 -2.2 0.0 0.4
C 1.8602 -0.3447 -0.5240 5.2 -0.4 3.9
H -2.8524 -0.8383 1.1831 0.9 -1.0 -4.8
H -2.1869 -1.9103 -0.3343 -1.4 2.6 1.3
H -2.6394 1.0125 -1.0274 2.4 -3.6 2.1
H -1.0215 2.4874 -0.1855 1.5 -1.8 0.7
H 1.6331 0.4498 1.6064 -0.9 -2.0 -3.3
H 1.1093 -0.8380 -1.1853 0.9 0.8 -0.4
N -2.7089 -0.9755 -0.0497 0.5 -0.9 3.2
N -1.9978 0.1125 -0.5708 0.3 3.3 -0.8
N -0.3112 1.7481 0.1675 -1.3 0.9 -1.1
N 1.3756 -0.2757 0.7697 -2.7 1.3 1.2
O -0.0159 -0.5194 0.5538 -1.7 0.8 0.7
O 3.0949 -0.2190 -0.4647 -1.8 0.1 -3.1
```
Forces are in eV/Å.

2.
Molecular formula: C5H9NO
Method: DFT, ωB97M-V/def2-TZVPD

Values from the calculation:
- structure (SMILES) = CC#[N+][O-].C=CC
- total energy (Ha) = -325.74929
- orbital gap (eV) = 10.09
- highest occupied orbital energy (eV) = -9.309
- net charge = 0

The geometry in XYZ format:
```
16
Properties=species:S:1:pos:R:3:forces:R:3
C 0.6569 -1.5027 -0.2161 2.0 0.0 1.6
C -1.1055 1.9068 -0.6822 0.7 0.2 -0.6
C -0.1388 -2.0421 0.7046 1.0 1.4 0.4
C 2.0296 -0.8613 -0.0024 -1.4 -1.2 0.4
C -1.3822 1.5857 0.6713 2.2 -2.3 0.9
N -1.1320 2.3356 -1.7461 0.1 -0.8 1.6
O -1.1244 2.7036 -2.8652 0.1 0.9 -2.4
H 0.1414 -1.9561 1.7912 -0.9 0.0 -1.1
H -1.0679 -2.3775 0.3020 -0.6 -0.9 0.5
H 0.6229 -1.8169 -1.2002 -1.3 -0.2 -2.2
H 2.2479 -0.1259 -0.7641 0.2 -0.1 -0.3
H 2.6794 -1.7549 -0.0099 0.4 0.9 0.0
H 2.0178 -0.3622 0.9444 0.5 0.2 0.7
H -0.9822 0.5922 1.0346 0.4 1.1 -0.7
H -1.0970 2.3293 1.3635 0.1 0.9 0.7
H -2.3662 1.3462 0.6745 -3.5 -0.1 0.6
```
Forces are in eV/Å.

3.
Molecular formula: C4H5N3
Method: DFT, ωB97M-V/def2-TZVPD

Values from the calculation:
- total energy (Ha) = -319.54528
- orbital gap (eV) = 8.65
- highest occupied orbital energy (eV) = -7.750
- net charge = 0

The geometry in XYZ format:
```
12
Properties=species:S:1:pos:R:3:forces:R:3
N 2.3120 -0.3707 -0.0759 0.0 0.0 -0.1
C 1.2315 -0.8367 -0.7010 0.0 -0.1 0.2
N 0.2362 -1.3112 -0.0061 -0.1 0.2 -0.2
C -0.9746 -1.0232 0.2546 0.2 0.0 0.0
C -1.5923 0.3020 -0.0279 -0.2 -0.2 0.0
C -0.9132 1.5742 0.1069 0.0 0.0 -0.4
N -0.9101 1.1817 -1.0807 -0.1 0.4 0.4
H 3.0971 -0.1046 -0.6477 -0.1 -0.1 0.1
H 2.4514 -0.3358 0.9300 -0.2 0.0 -0.1
H -1.6401 -1.8120 0.6094 0.2 0.1 0.1
H -2.6827 0.2984 -0.0532 0.2 -0.1 0.0
H -0.6152 2.4379 0.6916 0.1 -0.2 -0.1
```
Forces are in eV/Å.

4.
Molecular formula: C5H12N2
Method: DFT, ωB97M-V/def2-TZVPD

Values from the calculation:
- structure (SMILES) = C/[NH+]=C1/C[N+]1(C)C
- total energy (Ha) = -306.35755
- orbital gap (eV) = 9.70
- highest occupied orbital energy (eV) = -20.914
- net charge = +2

The geometry in XYZ format:
```
19
Properties=species:S:1:pos:R:3:forces:R:3
C -0.2642 0.8441 0.4742 -5.0 4.6 -6.9
C 0.5566 0.9693 1.6051 0.4 0.4 0.6
C -1.4174 0.9297 -1.9270 3.0 -2.2 0.3
C 1.4845 -0.5238 -0.3560 2.7 1.0 -0.3
C -0.1154 -1.4604 1.2452 -3.3 -5.3 2.4
N -1.0621 1.5127 -0.6258 5.2 -2.8 6.0
N 0.5031 -0.2974 0.7698 0.6 0.2 -3.0
H 1.4688 1.5436 1.5505 0.3 0.2 0.0
H 0.0817 0.8575 2.5668 0.0 -0.1 0.5
H -0.7716 1.3313 -2.7367 0.1 -0.1 0.7
H -2.3552 1.2561 -2.1743 -2.7 0.3 -0.4
H -1.2618 -0.1996 -1.8720 -0.7 1.6 -0.2
H 1.6135 0.4109 -1.0259 0.6 -1.0 1.9
H 2.3885 -1.1635 -0.0453 -0.9 1.9 0.2
H 1.1365 -1.1562 -1.0963 -2.0 -1.7 -1.0
H 0.4900 -2.2239 1.7461 1.3 0.9 -0.1
H -0.8301 -1.2880 2.0928 0.3 0.5 -1.1
H -0.6181 -2.2438 0.5333 0.6 2.5 0.3
H -1.0382 2.5496 -0.4931 -0.4 -0.9 0.1
```
Forces are in eV/Å.

5.
Molecular formula: C4H6N2O
Method: DFT, ωB97M-V/def2-TZVPD

Values from the calculation:
- structure (SMILES) = C=C1CN=CN1O
- total energy (Ha) = -340.53494
- orbital gap (eV) = 9.64
- highest occupied orbital energy (eV) = -9.289
- net charge = 0

The geometry in XYZ format:
```
13
Properties=species:S:1:pos:R:3:forces:R:3
C 1.4088 0.7800 -0.0415 1.8 4.4 -3.4
C 0.6410 -1.1753 -0.1766 7.5 -5.7 -0.5
C -0.4131 -0.3394 -0.2918 -6.1 -0.1 -0.4
C -1.7190 -0.5947 -0.0210 0.3 -2.1 3.2
H -0.3773 1.8426 1.1984 -0.1 0.0 -5.0
H 1.8443 1.7952 -0.3845 0.4 -1.7 1.9
H 1.3153 -1.5748 -1.1952 -2.7 0.9 2.4
H 0.3465 -2.0325 0.4229 0.8 -0.3 0.1
H -2.2483 -1.4037 0.7861 2.3 1.5 -2.9
H -2.3854 0.1939 -0.0019 -1.1 1.8 -0.6
N 0.1597 0.8133 -0.6849 -1.5 4.6 1.9
N 1.8625 -0.2941 0.3530 -1.3 -2.5 0.5
O -0.4349 1.9895 0.0372 -0.2 -0.7 3.0
```
Forces are in eV/Å.

6.
Molecular formula: C28H40NO3P
Method: DFT, ωB97M-V/def2-TZVPD

Values from the calculation:
- total energy (Ha) = -1712.73703
- orbital gap (eV) = 3.60
- highest occupied orbital energy (eV) = -6.201
- net charge = 0

The geometry in XYZ format:
```
73
Properties=species:S:1:pos:R:3:forces:R:3
C -0.1118 6.3804 -4.8052 0.1 0.0 -0.1
C -0.7283 5.1324 -4.2207 -0.4 -0.5 0.1
O 0.2309 4.0684 -4.0328 -0.1 0.0 -0.6
P -0.3148 2.5415 -3.8739 -0.5 -0.5 1.5
C -0.1344 2.0730 -2.1679 0.5 0.3 -1.4
C -1.1923 1.7890 -1.3438 -1.0 -0.5 1.0
N -2.0499 1.5133 -0.5751 1.1 0.1 -0.7
O -1.6786 2.3235 -4.4124 0.7 0.4 -0.1
O 0.8753 1.7232 -4.5881 0.5 0.4 -0.4
C 1.7809 2.2419 -5.5972 -0.4 0.0 0.3
C 2.7100 1.1238 -6.0131 -0.1 -0.1 -0.1
H -0.8612 7.1691 -4.6846 0.2 0.1 -0.1
H 0.8057 6.6902 -4.2940 -0.2 -0.1 0.0
H 0.0838 6.2768 -5.8771 0.1 0.0 0.2
H -1.1815 5.3708 -3.2472 0.1 -0.2 -0.2
H -1.5176 4.7642 -4.8923 0.1 0.1 0.3
H 0.8802 2.0040 -1.7766 -0.3 0.1 -0.1
H 1.2149 2.6030 -6.4705 0.1 0.0 0.3
H 2.3587 3.0715 -5.1659 -0.3 -0.1 -0.1
H 3.4644 1.5209 -6.6957 0.0 0.0 0.0
H 3.2217 0.6923 -5.1485 -0.1 0.1 0.0
H 2.1640 0.3291 -6.5319 0.1 0.1 0.1
C -1.6214 -0.0203 7.0298 0.0 0.2 0.3
C -1.8194 -0.4966 5.6264 0.1 -0.2 -0.4
C -1.4034 -1.7734 5.2519 -0.2 0.2 0.0
C -1.5938 -2.2624 3.9603 0.0 0.4 0.0
C -1.1059 -3.6658 3.7236 0.2 -0.5 0.1
C -2.2020 -1.4408 2.9889 0.1 -0.1 0.1
C -2.4481 -1.9073 1.5537 0.2 0.3 -0.2
C -3.5083 -3.0150 1.4843 0.0 0.0 -0.1
C -1.1380 -2.2910 0.8063 -0.9 -0.4 0.5
C -0.1817 -1.1940 0.6012 0.4 0.0 -0.2
C 1.1569 -1.3218 0.2149 0.1 0.1 0.0
C 1.9984 -0.1468 0.2725 -0.1 0.3 -0.4
C 1.4741 1.1345 0.8319 0.1 0.4 0.3
C 3.3021 -0.1884 -0.1932 -0.1 0.1 0.2
C 3.8711 -1.3683 -0.6747 -0.3 0.2 0.2
C 5.2871 -1.3784 -1.1501 0.2 -0.2 -0.1
C 3.0926 -2.5324 -0.6793 -0.3 -0.1 0.0
C 1.7698 -2.5453 -0.2568 0.4 0.0 0.0
C 1.0742 -3.8659 -0.3045 0.1 -0.6 -0.3
C -2.6346 -0.1541 3.3624 0.1 -0.1 -0.1
C -3.3477 0.7421 2.3893 -0.1 0.4 0.0
C -2.4223 0.3071 4.6598 0.0 -0.2 0.2
H -2.0154 0.9919 7.1452 0.1 -0.1 0.1
H -2.1305 -0.6719 7.7495 0.0 0.1 -0.1
H -0.5602 -0.0110 7.3034 -0.1 0.0 -0.1
H -0.9250 -2.4153 5.9958 -0.1 0.1 -0.2
H -1.5774 -4.1723 2.8806 0.2 0.1 0.2
H -0.0128 -3.6936 3.5837 -0.3 0.0 -0.1
H -1.3095 -4.2752 4.6184 0.1 0.2 -0.3
H -2.8619 -1.0712 0.9773 0.1 -0.1 0.2
H -4.4413 -2.6488 1.9297 0.2 -0.1 -0.1
H -3.7183 -3.2860 0.4428 0.0 0.0 0.1
H -3.2128 -3.9161 2.0265 -0.1 0.1 -0.1
H -0.6472 -3.0965 1.3618 0.0 0.0 -0.4
H -1.4442 -2.6973 -0.1734 0.2 0.1 0.1
H -0.5898 -0.1904 0.7573 0.2 -0.1 0.0
H 2.2903 1.8647 0.9002 -0.3 -0.2 0.0
H 0.6860 1.5686 0.2052 0.1 -0.1 0.2
H 1.0596 0.9901 1.8388 0.1 0.1 -0.2
H 3.9088 0.7212 -0.1616 -0.2 -0.3 0.0
H 5.5683 -2.3774 -1.4899 0.1 0.1 0.0
H 5.4205 -0.6761 -1.9815 -0.1 -0.1 0.1
H 5.9813 -1.0702 -0.3583 -0.2 0.0 -0.1
H 3.5505 -3.4651 -1.0251 -0.2 0.3 0.1
H 1.6844 -4.5691 -0.8844 -0.1 0.2 0.1
H 0.9749 -4.3059 0.6971 -0.1 0.2 -0.1
H 0.0891 -3.8277 -0.7775 0.2 0.0 0.2
H -3.6322 1.6673 2.9040 0.0 -0.2 -0.2
H -2.7309 1.0227 1.5221 -0.3 -0.1 0.2
H -4.2679 0.2782 2.0084 0.2 0.1 0.0
H -2.7563 1.3143 4.9198 0.1 -0.3 0.0
```
Forces are in eV/Å.

7.
Molecular formula: C2H2Br2S2
Method: DFT, ωB97M-V/def2-TZVPD

Values from the calculation:
- structure (SMILES) = S/C(Br)=C(/S)Br
- total energy (Ha) = -6021.76168
- orbital gap (eV) = 9.40
- highest occupied orbital energy (eV) = -9.051
- net charge = 0

The geometry in XYZ format:
```
8
Properties=species:S:1:pos:R:3:forces:R:3
C 0.4359 0.4473 0.0142 1.0 -0.6 0.0
C -0.5221 -0.4901 0.0491 0.5 0.1 -0.1
S 0.2124 2.1536 0.0594 -2.6 0.5 0.4
S -0.0426 -2.2164 0.0917 -1.0 0.8 3.4
Br 2.2852 -0.0659 -0.0349 -0.2 0.2 0.0
Br -2.3595 0.0906 -0.0182 0.7 -0.4 0.1
H 1.3752 2.6382 -0.2073 1.6 -0.1 -0.3
H -0.0312 -2.3113 -1.1445 0.1 -0.5 -3.5
```
Forces are in eV/Å.

8.
Molecular formula: C9H9NO2
Method: DFT, ωB97M-V/def2-TZVPD

Values from the calculation:
- structure (SMILES) = O=C1CCc2cc(O)ccc2N1
- total energy (Ha) = -553.56022
- orbital gap (eV) = 8.94
- highest occupied orbital energy (eV) = -8.401
- net charge = 0

The geometry in XYZ format:
```
21
Properties=species:S:1:pos:R:3:forces:R:3
C -2.4422 0.0286 0.1176 -1.3 1.0 -0.2
C -2.1128 -1.2548 0.0161 2.0 -3.7 0.7
C -0.8013 -1.7395 -0.0659 2.1 0.1 -0.2
C 0.2670 -0.7964 -0.2069 -2.8 0.4 -0.6
C 2.6381 -0.3262 0.0420 2.3 0.7 2.4
C 2.1482 1.0583 0.3795 1.8 2.1 2.1
C 1.0064 1.5354 -0.4642 -0.3 0.2 -0.7
C -0.1629 0.5702 -0.2596 2.2 0.2 0.1
C -1.4465 0.9918 -0.0278 -1.2 -1.0 -0.5
H -4.3927 -0.4126 0.6438 2.9 3.1 -1.8
H -2.7295 -2.1172 0.1502 -1.4 0.2 0.0
H -0.6640 -2.8745 -0.0039 0.1 1.9 -0.3
H 1.8525 -2.0727 -0.4024 -0.1 0.3 -0.5
H 3.0384 1.8448 0.3257 -1.7 -1.9 0.2
H 1.8020 0.9995 1.4755 0.7 0.1 -1.3
H 0.7401 2.6156 -0.2309 0.3 -1.4 -0.6
H 1.4817 1.3718 -1.4679 -1.2 0.8 0.1
H -1.8568 1.9658 -0.1612 0.6 1.0 0.2
N 1.6257 -1.0798 -0.5165 0.6 -1.9 0.9
O -3.7694 0.3885 0.2146 -2.3 -2.3 1.8
O 3.7779 -0.6966 0.4424 -3.5 0.2 -2.0
```
Forces are in eV/Å.